14
Properties=species:S:1:pos:R:3:forces:R:3:mulliken_charge:R:1 method="wB97M-V/def2-TZVPD" orbital_gap_ev=10.358 e_tot_ev=-7359.8783 charge=0 smiles="CC=C=CCO" e_above_lowest_ev=2.377 e_homo_ev=-9.386 lumo_ha=0.0357
H -2.070 2.500 0.532 0.0 -0.2 0.2 0.320
H -0.459 2.071 -0.071 -0.3 0.1 0.0 0.254
C -1.453 1.676 0.167 -0.1 0.2 -0.1 -0.945
C -0.626 -0.480 0.555 0.0 0.2 -0.1 0.104
H 2.202 -2.308 0.278 0.2 -0.1 -0.1 0.322
H -1.608 0.513 2.161 0.1 0.0 -0.3 0.378
O 2.386 -1.854 -0.554 0.1 -0.2 0.3 -0.522
H -0.366 -1.797 -1.046 0.1 0.0 0.1 0.324
H 1.648 -0.269 -1.559 0.0 -0.1 0.1 0.269
C 0.089 -1.086 -0.359 -0.1 0.0 0.1 -0.385
H -1.886 1.300 -0.766 0.0 0.2 0.2 0.297
H 1.839 0.025 0.181 0.0 -0.2 -0.2 0.287
C 1.537 -0.726 -0.568 -0.1 0.3 -0.1 -0.338
C -1.274 0.502 1.125 0.1 -0.2 -0.2 -0.364